DFT (ωB97M-V/def2-TZVPD) results for a structure of composition C30H33N7O.

Geometry as XYZ:
```
71
Properties=species:S:1:pos:R:3
C -0.819 -3.995 6.718
H -1.616 -3.859 5.956
H -1.028 -4.334 7.559
H -0.010 -4.578 6.333
C -0.162 -2.332 7.014
N 0.180 -2.000 5.775
C 1.214 -2.316 5.139
C 1.475 -1.505 3.878
C 0.216 -0.853 3.953
N -0.543 -1.124 5.005
C -0.321 -0.099 2.929
C 0.520 0.885 2.279
C -0.207 2.016 1.353
C -1.528 1.797 1.064
C -2.283 1.122 1.909
C -1.929 0.064 2.837
H -2.604 -0.410 3.379
H -3.536 1.053 1.794
N -2.074 2.774 0.127
C -1.648 3.532 -0.637
O -0.340 3.697 -0.851
N -2.513 4.332 -1.142
C -3.831 4.546 -0.875
H -4.078 4.561 0.269
H -3.958 5.616 -1.291
H -4.451 3.849 -1.300
C -2.089 5.589 -2.138
H -2.389 5.257 -3.221
H -2.171 6.417 -1.780
H -1.000 5.230 -2.377
H -3.077 2.695 0.240
H 0.546 2.548 0.774
H 1.445 0.874 2.295
C 2.307 -1.474 2.863
C 3.687 -1.486 3.142
C 4.773 -1.641 1.955
N 4.524 -1.396 0.774
C 2.910 -1.757 0.450
N 2.576 -1.651 -0.750
C 1.211 -1.891 -0.599
C 0.660 -1.749 0.610
C 1.917 -1.878 1.504
H -0.190 -1.813 1.181
C 0.221 -1.669 -1.725
C 0.893 -1.347 -2.977
C -0.096 -1.203 -4.294
C -1.469 -1.668 -4.087
C -1.964 -2.051 -2.887
C -0.864 -2.153 -1.749
H -1.351 -2.623 -0.659
H -2.781 -2.507 -2.749
H -1.947 -1.737 -4.932
C 0.584 -0.761 -5.683
N 1.283 0.280 -5.394
C 0.594 1.472 -4.990
H 0.124 1.063 -4.056
H 0.021 1.906 -5.569
H 1.450 2.172 -4.645
C 2.200 0.444 -6.629
H 1.259 0.669 -7.582
H 2.876 1.451 -6.412
H 2.635 -0.415 -6.897
H 1.090 -1.624 -5.998
H -0.428 -0.692 -6.039
H 1.690 -0.884 -3.179
H 3.006 -1.544 -1.620
H 5.624 -1.411 2.326
H 4.029 -1.613 4.004
H 2.067 -2.970 5.569
H 0.419 -2.875 7.512
H -0.933 -2.024 7.242
```

Output
**Total charge**: 0
**LUMO**: 0.44 eV
**DFT total energy**: -44095.0201 eV
**Gap between HOMO and LUMO**: 7.951 eV
**Relative energy (zero: lowest compared OMol25 entry of this formula, charge and spin)**: 30.193 eV

These are the Löwdin partial charges, in e, on atoms 1 to 5: 0.054 0.093 -0.037 0.057 -0.020

=====

DFT (ωB97M-V/def2-TZVPD) results for a cluster of 2 separate species, C30H34BF3O3 in total.

Geometry as XYZ:
```
71
Properties=species:S:1:pos:R:3
C 2.494 -2.186 -3.239
C 1.369 -2.863 -2.487
C 0.923 -4.092 -3.275
C 1.610 -3.159 -0.942
C 2.064 -4.554 -0.587
C 2.529 -2.126 -0.283
O 0.290 -2.986 -0.366
B -0.317 -2.101 -1.227
C 0.760 3.494 0.666
C 1.299 3.614 1.956
C 0.705 4.430 2.904
C -0.447 5.128 2.558
C -1.231 5.859 3.609
F -1.224 7.215 3.424
F -2.548 5.461 3.593
F -0.770 5.619 4.873
C -0.930 5.124 1.254
C -0.319 4.311 0.305
C 1.350 2.516 -0.272
C 1.142 2.663 -1.774
C 2.450 3.052 -1.183
O 0.251 -1.939 -2.467
H 3.350 -2.866 -3.331
H 2.151 -1.931 -4.248
H 2.823 -1.268 -2.740
H 1.763 -4.784 -3.419
H 0.102 -4.627 -2.777
H 0.575 -3.775 -4.266
H 3.073 -4.736 -0.977
H 2.096 -4.660 0.502
H 1.389 -5.316 -0.989
H 3.554 -2.207 -0.667
H 2.160 -1.099 -0.432
H 2.559 -2.321 0.797
H 2.175 3.022 2.230
H 1.104 4.491 3.913
H -1.795 5.728 0.987
H -0.726 4.276 -0.708
H 1.610 1.527 0.126
H 1.108 1.745 -2.362
H 0.471 3.458 -2.103
H 2.677 4.118 -1.105
H 3.301 2.405 -1.399
C -3.377 -4.772 -1.337
O -3.562 -3.499 -2.008
C -3.077 -2.390 -1.393
C -2.814 -1.247 -2.199
C -1.839 -0.382 -1.803
C -1.050 -0.665 -0.589
C -0.259 0.552 -0.080
C -0.392 0.803 1.353
C -1.478 1.567 1.862
C -1.603 1.812 3.217
C -0.683 1.269 4.120
C 0.367 0.475 3.646
C 0.504 0.224 2.286
C -1.743 -1.527 0.392
C -2.759 -2.356 -0.013
H -3.735 -5.505 -2.057
H -2.314 -4.946 -1.102
H -3.973 -4.814 -0.415
H -3.365 -1.138 -3.134
H -1.612 0.519 -2.370
H -0.471 1.392 -0.738
H -2.213 1.970 1.159
H -2.423 2.435 3.579
H -0.790 1.464 5.187
H 1.082 0.035 4.344
H 1.309 -0.413 1.909
H -1.433 -1.492 1.433
H -3.268 -3.028 0.682
```

Output
**Total charge**: 0
**LUMO**: -0.68 eV
**DFT total energy**: -46629.9057 eV
**Gap between HOMO and LUMO**: 4.834 eV
**Relative energy (zero: lowest compared OMol25 entry of this formula, charge and spin)**: 2.615 eV

These are the Löwdin partial charges, in e, on atoms 1 to 5: -0.003 -0.441 -0.009 -0.442 -0.007